Entry 1:
C4H2O2 in the gas phase. Source: the OMol25 dataset; level of theory: ωB97M-V with the def2-TZVPD basis set.

LUMO energy	-0.97	eV

```
! wB97M-V def2-TZVPD RIJCOSX def2/J DEFGRID3
* xyz 0 1
O 1.667 -1.194 2.093
C 1.100 -0.190 1.733
C 0.345 -0.096 0.489
C -0.297 0.024 -0.528
C -1.097 0.194 -1.735
O -2.223 0.625 -1.705
H 1.113 0.736 2.332
H -0.607 -0.099 -2.680
*
```

=====

Entry 2:
C4H2O2 in the gas phase. Source: the OMol25 dataset; level of theory: ωB97M-V with the def2-TZVPD basis set.

LUMO energy	-1.67	eV

```
! wB97M-V def2-TZVPD RIJCOSX def2/J DEFGRID3
* xyz 0 1
O 1.058 0.022 1.593
C 1.222 -0.162 0.413
C 0.327 -0.125 -1.849
C 0.082 -0.063 -0.564
C -1.303 0.185 -0.007
O -2.318 0.116 -0.646
H 2.209 -0.414 -0.007
H -1.277 0.440 1.067
*
```

=====

Q: Which relative energy (zero: lowest compared OMol25 entry of this formula, charge and spin) values were calculated for the entries above? A: 0.333, 2.162, in eV.
Q: Which total energy values were calculated for the entries above? A: -8272.1949, -8270.3663, in eV.
Q: Which orbital gap values were calculated for the entries above? A: 10.05, 9.02, in eV.